Entry 1:
{
  "formula": "C64H61AsCaCl2N6O3P2SeSi",
  "method": "ωB97M-V with the def2-TZVPD basis set",
  "elements": ["Se", "As", "Ca", "Cl", "Cl", "P", "P", "Si", "O", "O", "O", "N", "N", "N", "N", "N", "N", "C", "C", "C", "C", "C", "C", "C", "C", "C", "C", "C", "C", "C", "C", "C", "C", "C", "C", "C", "C", "C", "C", "C", "C", "C", "C", "C", "C", "C", "C", "C", "C", "C", "C", "C", "C", "C", "C", "C", "C", "C", "C", "C", "C", "C", "C", "C", "C", "C", "C", "C", "C", "C", "C", "C", "C", "C", "C", "C", "C", "C", "C", "C", "C", "H", "H", "H", "H", "H", "H", "H", "H", "H", "H", "H", "H", "H", "H", "H", "H", "H", "H", "H", "H", "H", "H", "H", "H", "H", "H", "H", "H", "H", "H", "H", "H", "H", "H", "H", "H", "H", "H", "H", "H", "H", "H", "H", "H", "H", "H", "H", "H", "H", "H", "H", "H", "H", "H", "H", "H", "H", "H", "H", "H", "H"],
  "positions_angstrom": [[2.681, 0.523, 5.590], [-1.312, 2.501, -1.610], [1.280, -0.009, 0.116], [2.805, 1.904, -4.392], [4.761, 0.190, 0.475], [-0.631, -1.835, 2.859], [-1.282, 1.053, 2.489], [-0.429, -1.502, -1.656], [-0.128, -1.752, 1.459], [-0.450, 1.112, 1.263], [5.254, -6.471, 0.621], [1.291, 4.100, 0.988], [2.504, 1.013, -1.430], [2.344, 0.097, 2.670], [3.299, 3.289, 0.194], [2.809, -2.136, -0.023], [6.051, -5.744, -1.358], [1.468, -5.837, -2.358], [1.071, 6.389, 1.707], [-2.275, -2.586, 2.916], [2.519, 0.266, 3.812], [0.743, -2.598, 5.205], [-4.512, -0.185, 0.426], [3.871, -4.002, 1.016], [3.141, 5.626, 0.773], [1.450, -4.909, -3.394], [-2.248, 4.622, 4.265], [5.257, -5.623, -0.251], [-4.731, 4.729, -5.311], [-2.767, -3.132, 1.736], [0.856, -4.076, 3.301], [0.896, -5.493, -1.137], [-5.277, 0.196, 2.678], [1.687, -4.929, 4.008], [4.105, -3.645, -1.326], [0.869, -3.656, -3.210], [2.385, 6.641, 1.303], [-3.518, 2.824, -3.627], [-3.994, -3.788, 1.736], [-0.347, 0.157, -5.503], [6.447, 0.879, -3.088], [-4.003, 0.600, 3.046], [-3.593, 4.043, -5.724], [-0.914, -1.066, -3.468], [0.594, 5.104, 1.518], [2.058, -4.610, 5.311], [-5.267, 4.455, -4.060], [-0.311, 3.449, -2.993], [1.588, -3.450, 5.907], [-5.530, -0.192, 1.365], [-4.726, -3.896, 2.908], [3.308, -2.520, -1.190], [-2.997, 3.103, -4.895], [4.936, 0.591, -1.223], [0.080, 4.149, 4.677], [3.697, 0.963, -1.944], [-2.852, 1.834, -2.733], [-0.032, 2.962, 3.973], [-3.235, 0.226, 0.790], [0.383, -2.903, 3.898], [-2.983, 0.626, 2.098], [-1.028, 4.974, 4.831], [-0.067, -0.213, -4.189], [4.395, -4.401, -0.202], [2.571, 4.331, 0.632], [-4.236, -3.346, 4.087], [-0.749, -0.220, 3.693], [-3.011, -2.696, 4.091], [-2.061, -1.536, -4.124], [-2.367, 3.430, 3.561], [0.314, -4.241, -0.967], [-1.263, 2.588, 3.431], [-1.496, -0.317, -6.129], [5.348, 1.272, -3.860], [0.278, -3.282, -1.993], [-4.666, 3.515, -3.231], [6.207, 0.552, -1.753], [3.092, -2.860, 1.060], [4.078, 1.313, -3.331], [-2.354, -1.167, -5.434], [-2.230, 4.102, -0.901], [-5.095, 3.301, -2.257], [-3.104, 5.278, 4.367], [0.411, -1.677, 5.671], [2.735, -5.261, 5.853], [-1.439, -0.246, 4.539], [-2.122, 2.554, -5.230], [-6.526, -0.515, 1.082], [-2.433, 1.011, -3.308], [-0.424, 4.858, 1.818], [-3.253, -1.540, -5.916], [1.932, -6.809, -2.494], [-3.167, 4.241, -6.702], [0.912, -6.203, -0.313], [-4.703, -0.509, -0.591], [-1.727, -0.027, -7.149], [-5.684, -4.404, 2.904], [0.252, 0.057, 4.034], [-1.464, 4.827, -0.625], [7.032, 0.264, -1.107], [-3.561, 1.424, -2.013], [0.843, 2.338, 3.824], [2.809, 7.633, 1.404], [4.087, -4.571, 1.911], [2.845, 2.426, -0.214], [-3.802, 0.891, 4.073], [-0.913, 4.204, -3.503], [0.089, 2.730, -3.707], [-2.806, 3.848, -0.006], [0.537, 3.919, -2.493], [7.447, 0.854, -3.503], [-0.113, -3.979, 0.000], [1.895, -5.163, -4.353], [4.449, -3.932, -2.311], [-2.739, -2.197, -3.590], [-2.623, -2.285, 5.019], [4.162, 5.792, 0.452], [0.331, 0.824, -6.029], [0.446, 7.160, 2.139], [0.594, -4.293, 2.269], [-2.891, 4.548, -1.643], [6.279, -4.926, -1.895], [5.485, 1.558, -4.898], [2.691, -2.490, 1.997], [-1.822, -1.973, -1.194], [-6.159, 4.975, -3.726], [-0.940, 5.900, 5.387], [1.897, -3.186, 6.910], [-4.808, -3.427, 5.004], [-3.310, 3.166, 3.098], [-6.071, 0.173, 3.415], [-2.414, 0.209, 0.079], [0.875, -2.949, -4.035], [-5.195, 5.463, -5.959], [3.069, -1.893, -2.042], [-4.375, -4.213, 0.815], [6.741, -6.472, -1.312], [2.062, -5.832, 3.538], [4.218, 3.474, -0.167], [1.036, 4.430, 5.099], [0.823, 0.181, -3.696], [-2.196, -3.012, 0.818]],
  "charge": -2,
  "molar_mass_g_mol": 1317.13
}

---

Entry 2:
{
  "formula": "C64H61CsN4OP2S5",
  "method": "ωB97M-V with the def2-TZVPD basis set",
  "elements": ["Cs", "S", "S", "S", "S", "S", "P", "P", "O", "N", "N", "N", "N", "C", "C", "C", "C", "C", "C", "C", "C", "C", "C", "C", "C", "C", "C", "C", "C", "C", "C", "C", "C", "C", "C", "C", "C", "C", "C", "C", "C", "C", "C", "C", "C", "C", "C", "C", "C", "C", "C", "C", "C", "C", "C", "C", "C", "C", "C", "C", "C", "C", "C", "C", "C", "C", "C", "C", "C", "C", "C", "C", "C", "C", "C", "C", "C", "H", "H", "H", "H", "H", "H", "H", "H", "H", "H", "H", "H", "H", "H", "H", "H", "H", "H", "H", "H", "H", "H", "H", "H", "H", "H", "H", "H", "H", "H", "H", "H", "H", "H", "H", "H", "H", "H", "H", "H", "H", "H", "H", "H", "H", "H", "H", "H", "H", "H", "H", "H", "H", "H", "H", "H", "H", "H", "H", "H", "H"],
  "positions_angstrom": [[-0.385, 0.418, -1.096], [2.970, 4.736, -4.617], [0.557, -0.742, 2.304], [0.425, -1.803, -3.370], [2.764, 2.539, -1.467], [1.837, 1.271, -4.568], [-1.387, -2.809, -0.054], [1.714, 2.067, 1.922], [-0.698, -0.581, 1.519], [-1.289, -3.016, -4.912], [-1.790, 0.286, -3.888], [-1.552, 2.750, -2.679], [-1.939, -0.896, -4.535], [-4.874, -1.109, 1.371], [-3.725, -1.878, 1.262], [-1.895, -4.147, -1.203], [3.336, 4.376, 1.379], [-0.717, -5.818, 3.395], [-2.450, -6.146, -3.073], [-2.500, 2.547, -3.606], [0.142, -0.152, 3.956], [1.228, -4.805, 4.161], [-3.605, 1.061, -5.371], [-2.966, -1.875, 0.094], [0.107, -4.672, 3.313], [-2.037, -4.860, 1.676], [2.372, 6.511, 0.831], [5.852, 0.012, 2.135], [-2.598, 1.222, -4.266], [-5.288, -0.321, 0.311], [-0.632, 0.598, 6.532], [-0.856, 1.250, 7.873], [-1.446, 3.945, -2.118], [-1.028, -1.833, -4.290], [-0.634, -0.965, 4.748], [3.869, 1.799, -2.718], [-3.388, -1.066, -0.969], [-0.133, -6.798, 4.380], [3.486, 5.713, 1.036], [-1.045, -0.607, 6.047], [1.899, -2.649, 3.463], [1.771, 4.535, -3.253], [0.453, 2.648, 6.390], [-0.149, -3.569, 2.470], [1.100, 5.967, 0.958], [-0.866, -4.909, -1.757], [0.952, 4.631, 1.296], [2.770, 2.191, -5.830], [-2.262, 5.023, -2.424], [-2.484, -3.311, -5.675], [2.481, 4.265, -1.933], [2.170, -3.822, 4.194], [4.968, -0.259, 1.100], [1.188, 3.592, 5.746], [0.771, -2.488, 2.694], [-1.140, -5.911, -2.672], [-2.417, -2.805, -7.111], [-1.828, -5.891, 2.616], [-3.254, 4.822, -3.372], [3.150, 0.693, -3.483], [2.353, 3.653, -5.932], [-3.478, -5.378, -2.550], [0.544, 1.147, 4.401], [-1.238, -3.742, 1.539], [1.159, -6.119, 4.897], [-3.377, 3.580, -3.967], [5.499, 0.912, 3.128], [-0.156, 2.627, 7.769], [3.375, 1.297, 2.047], [-3.202, -4.386, -1.618], [3.738, 0.381, 1.059], [2.068, 3.824, 1.528], [0.143, 1.446, 5.715], [4.266, 1.547, 3.088], [1.575, 3.339, 4.410], [1.278, 2.184, 3.717], [-4.540, -0.304, -0.858], [2.044, -6.726, 4.699], [0.161, -4.689, -1.489], [1.870, 4.626, -1.100], [-3.342, -3.038, -7.645], [-4.013, -3.791, -1.218], [2.120, 4.124, 3.903], [0.606, 2.756, 8.539], [-0.833, -7.007, 5.191], [1.460, 4.530, 6.213], [-0.634, -3.750, -4.707], [2.652, 0.088, -2.725], [-5.445, -1.127, 2.292], [-2.843, -1.000, -1.907], [-6.185, 0.281, 0.392], [-0.330, -6.495, -3.091], [4.709, 1.373, -2.164], [-3.532, 0.057, -5.774], [3.428, 4.806, -1.880], [-3.926, 5.625, -3.649], [-0.429, 0.640, 8.671], [-2.666, -6.920, -3.799], [3.838, 0.060, -4.045], [-2.122, 5.979, -1.937], [1.198, 5.461, -3.171], [6.184, 1.118, 3.942], [1.267, 3.747, -5.991], [4.254, 2.586, -3.366], [-2.851, -4.989, 0.974], [2.760, 4.085, -6.848], [-3.430, 1.783, -6.174], [3.995, 2.235, 3.878], [-0.937, -1.934, 4.369], [2.493, 7.553, 0.563], [-2.612, -4.395, -5.659], [-0.652, 4.050, -1.380], [5.232, -0.971, 0.328], [-0.868, 3.445, 7.887], [6.812, -0.487, 2.171], [-0.043, 4.205, 1.388], [2.572, -1.802, 3.569], [-1.653, -1.288, 6.629], [-3.342, -2.870, -5.163], [-2.499, -6.740, 2.649], [-4.624, 1.222, -5.008], [-4.847, 0.314, -1.694], [3.067, -3.897, 4.796], [4.479, 6.129, 0.922], [-4.499, -5.547, -2.870], [-1.585, -3.266, -7.647], [0.083, -7.750, 3.893], [3.043, 0.157, 0.257], [1.123, -5.953, 5.975], [0.225, 6.584, 0.789], [-4.141, 3.409, -4.710], [4.212, 3.757, 1.525], [-3.408, -2.482, 2.102], [3.838, 2.118, -5.619], [-2.272, -1.725, -7.117], [1.093, 3.720, -3.497], [2.588, 1.701, -6.789], [-1.921, 1.352, 8.086]],
  "charge": 0,
  "molar_mass_g_mol": 1257.41,
  "de_lowest_kcal_mol": 0.0
}

---

Result set for HOMO-LUMO gap: 4.15; 6.28 eV, one per record in the order listed.